Computed, not measured: C10H15HgN4O4S as an isolated structure, with ωB97M-V/def2-TZVPD.

The LUMO energy (alpha / beta) is 0.2 / -2.8 eV. The value obtained for the total energy is -39773.6288 eV. For the HOMO energy (alpha / beta), the calculation gives -8.508 / -9.085 eV.

Structure (ORCA input):
```
! wB97M-V def2-TZVPD RIJCOSX def2/J DEFGRID3
* xyz 0 2
Hg 0.068 0.978 3.397
O 2.444 -3.548 -0.671
C 1.189 -3.855 -0.443
O 0.649 -4.820 -0.932
C 0.406 -2.989 0.493
C -0.846 -3.355 0.960
N -1.247 -2.399 1.809
N -0.344 -1.427 1.921
C 0.674 -1.752 1.140
C 1.855 -0.814 0.971
O 2.796 -1.191 0.258
O 1.781 0.310 1.509
H 2.712 -2.644 -0.289
H -1.435 -4.217 0.718
H -2.093 -2.377 2.360
C 1.378 3.263 0.299
N 0.558 2.302 -0.397
C 1.300 1.453 -1.304
C -0.671 2.018 0.030
S -1.311 2.744 1.436
N -1.477 1.206 -0.688
C -1.566 1.277 -2.130
C -2.610 0.563 -0.066
H 2.022 3.766 -0.420
H 2.003 2.749 1.034
H 0.754 3.997 0.806
H 2.251 1.199 -0.833
H 1.507 1.965 -2.245
H 0.762 0.531 -1.496
H -0.874 2.019 -2.516
H -2.583 1.574 -2.397
H -1.361 0.309 -2.588
H -2.406 0.398 0.990
H -2.766 -0.397 -0.558
H -3.519 1.166 -0.159
*
```


Computed, not measured: an isolated ion of composition C10H15N2O and charge +1, with ωB97M-V/def2-TZVPD.

The LUMO energy (alpha / beta) is -6.2 / -6.2 eV. The SMILES is CC(C)(N)[C@@H]([NH+]=O)c1ccccc1. The relative energy (zero: lowest compared OMol25 entry of this formula, charge and spin) comes out at 3.149 eV. The value obtained for the total energy is -15630.3654 eV. For the HOMO energy (alpha / beta), the calculation gives -12.862 / -12.862 eV.

Structure (ORCA input):
```
! wB97M-V def2-TZVPD RIJCOSX def2/J DEFGRID3
* xyz 1 1
C -1.742 1.550 0.624
C -1.636 0.190 -0.051
C -1.323 0.125 -1.501
N -2.801 -0.516 0.296
C -0.440 -0.629 0.727
N -0.800 -1.979 0.442
O -0.175 -2.977 0.370
C 1.025 -0.358 0.458
C 1.703 -1.099 -0.531
C 2.825 -0.540 -1.028
C 3.376 0.598 -0.458
C 2.905 1.148 0.737
C 1.617 0.696 1.117
H -2.282 2.265 -0.021
H -2.173 1.503 1.565
H -0.731 1.828 0.858
H -1.856 -0.651 -1.962
H -1.632 1.093 -2.007
H -0.248 0.021 -1.764
H -3.297 -0.282 1.152
H -3.398 -0.724 -0.507
H -0.712 -0.431 1.744
H -1.770 -1.958 0.265
H 1.262 -1.974 -1.165
H 3.278 -1.015 -1.873
H 4.290 1.024 -0.835
H 3.532 1.958 1.327
H 1.206 1.136 2.021
*
```


Computed, not measured: an isolated ion of composition C10H15N2O and charge +1, with ωB97M-V/def2-TZVPD.

The LUMO energy is -5.1 eV. The relative energy (zero: lowest compared OMol25 entry of this formula, charge and spin) comes out at 3.932 eV. The value obtained for the total energy is -15629.5815 eV. For the HOMO energy, the calculation gives -12.230 eV.

Structure (ORCA input):
```
! wB97M-V def2-TZVPD RIJCOSX def2/J DEFGRID3
* xyz 1 1
C 3.844 0.237 -0.538
C 4.117 1.157 0.402
C 2.588 -0.353 -0.105
C 2.171 0.402 1.011
C 0.869 -1.998 -0.563
C -0.522 -0.112 0.128
C -2.096 1.668 0.988
C -2.970 -0.722 0.502
C -2.073 0.776 -1.443
C -1.979 0.346 0.051
N 2.040 -1.408 -0.807
N -0.280 -1.420 -0.002
O 3.184 1.226 1.334
H 4.473 -0.020 -1.355
H 4.967 1.771 0.352
H 0.692 -3.010 -0.877
H 1.228 0.343 1.570
H -1.838 1.268 2.017
H -3.048 2.172 0.981
H -1.254 2.418 0.627
H -3.139 -1.413 -0.289
H -2.572 -1.252 1.344
H -3.975 -0.453 1.033
H -2.750 0.021 -1.863
H -1.062 0.657 -1.928
H -2.357 1.809 -1.411
H 2.643 -1.963 -1.385
H -0.902 -2.149 0.225
*
```